Record 1
Computed, not measured: a 2-piece molecular cluster, C3H10NOS overall at a distorted geometry, with ωB97M-V/def2-TZVPD.

ORCA input file:
```
! RIJCOSX wB97M-V def2-TZVPD def2/J DEFGRID3
* xyz -1 1
C -0.8613 -0.3556 -2.0580
N -0.3206 0.7447 -1.2492
C 0.7847 0.3486 -0.3484
C 0.8119 1.0604 1.0009
S 1.8031 0.1648 2.2110
H -1.5944 0.0696 -2.7398
H -0.0617 -0.7169 -2.7083
H -1.2585 -1.1421 -1.4158
H -1.0763 1.0259 -0.6235
H 1.7138 0.6296 -0.8570
H 0.8251 -0.7382 -0.2145
H 1.1584 2.0912 0.8419
H -0.2259 1.2406 1.3335
H -0.1039 -0.8468 2.2896
H -0.6458 -2.2287 2.2862
O -0.9486 -1.3470 2.2514
*
```

Output
Energy ... -17646.7918 eV
Lowest unoccupied orbital energy ... 3.87 eV
Orbital gap ... 6.6847 eV

=====

Record 2
Computed, not measured: a 2-piece molecular cluster, C9H25BNO8P overall at a distorted geometry, with ωB97M-V/def2-TZVPD.

ORCA input file:
```
! RIJCOSX wB97M-V def2-TZVPD def2/J DEFGRID3
* xyz 0 1
O -1.6960 -1.8286 -0.8235
P -1.0974 -0.7997 -1.7566
O 0.5513 -0.8827 -1.6038
O -1.7127 0.6744 -1.3131
C -0.9211 1.7933 -1.7525
C -0.9674 2.9686 -0.7134
C -1.2560 2.5099 0.7635
C -2.6905 2.9869 1.2022
O -2.5699 4.1846 1.9854
O -1.4361 -1.1136 -3.3429
C -2.6959 -1.8202 -3.4709
B -4.0006 -0.9225 -3.1372
O -4.0955 0.4491 -3.3690
O -5.1359 -1.5764 -2.6014
H 0.8266 -0.4156 -0.7910
H 0.1363 1.5530 -1.9787
H -1.3533 2.1894 -2.7021
H -1.7548 3.6719 -1.0458
H 0.0153 3.4833 -0.7187
H -1.1355 1.4244 0.9360
H -0.5122 3.0239 1.4104
H -3.3247 3.1563 0.3046
H -3.2102 2.2405 1.8293
H -2.2380 4.8397 1.3672
H -2.7797 -2.0948 -4.5501
H -2.7387 -2.7630 -2.8972
H -3.2779 0.8008 -3.7271
H -5.0066 -1.7364 -1.6635
C 2.5041 -2.7830 1.3538
C 2.7933 -1.3214 1.0267
C 4.1610 -0.8230 1.5252
O 4.2366 -0.5962 2.9232
C 4.3873 -1.7650 3.7108
N 1.6917 -0.4952 1.5423
H 2.1924 -2.9288 2.3872
H 1.6919 -3.1529 0.7251
H 3.3795 -3.4095 1.1653
H 2.7991 -1.2323 -0.0652
H 4.3539 0.1490 1.0633
H 4.9702 -1.4905 1.2038
H 5.0137 -2.5126 3.2169
H 3.4120 -2.1893 3.9555
H 4.8620 -1.4781 4.6498
H 1.8263 0.4632 1.2251
H 1.8024 -0.4312 2.5513
*
```

Output
Energy ... -37577.2940 eV
Lowest unoccupied orbital energy ... 0.30 eV
Orbital gap ... 9.9877 eV
SMILES ... O=[P@](O)(OCCCCO)OCB(O)O.COC[C@@H](C)N

=====

Record 3
Computed, not measured: one molecule with the formula C2H6N4O at a distorted geometry, with ωB97M-V/def2-TZVPD.

ORCA input file:
```
! RIJCOSX wB97M-V def2-TZVPD def2/J DEFGRID3
* xyz 0 1
C 1.3427 -0.7651 -0.3399
C -0.9904 -0.0305 -0.2639
H 0.7254 1.7022 1.3301
H 1.9056 1.6325 0.0510
H 0.8313 -1.7274 -0.6146
H -2.2388 -1.5145 0.4585
H -0.5736 -1.6901 0.8932
H -1.5913 1.7022 -0.6445
N 0.7435 1.5588 0.2133
N 0.4096 0.2705 -0.1657
N -1.1784 -1.4071 0.1760
N -1.8964 0.7347 -0.6793
O 2.5107 -0.4662 -0.4142
*
```

Output
Energy ... -10177.3252 eV
Lowest unoccupied orbital energy ... 0.56 eV
Orbital gap ... 9.9154 eV
SMILES ... [H]/N=C(/N)N(N)C=O

=====

Copy entry 3 word for word.
Computed, not measured: one molecule with the formula C2H6N4O at a distorted geometry, with ωB97M-V/def2-TZVPD.

ORCA input file:
```
! RIJCOSX wB97M-V def2-TZVPD def2/J DEFGRID3
* xyz 0 1
C 1.3427 -0.7651 -0.3399
C -0.9904 -0.0305 -0.2639
H 0.7254 1.7022 1.3301
H 1.9056 1.6325 0.0510
H 0.8313 -1.7274 -0.6146
H -2.2388 -1.5145 0.4585
H -0.5736 -1.6901 0.8932
H -1.5913 1.7022 -0.6445
N 0.7435 1.5588 0.2133
N 0.4096 0.2705 -0.1657
N -1.1784 -1.4071 0.1760
N -1.8964 0.7347 -0.6793
O 2.5107 -0.4662 -0.4142
*
```

Output
Energy ... -10177.3252 eV
Lowest unoccupied orbital energy ... 0.56 eV
Orbital gap ... 9.9154 eV
SMILES ... [H]/N=C(/N)N(N)C=O

=====

- Look up the lowest unoccupied orbital energy of the first one.
  3.87 eV

=====

Copy entry 3 word for word.
Computed, not measured: one molecule with the formula C2H6N4O at a distorted geometry, with ωB97M-V/def2-TZVPD.

ORCA input file:
```
! RIJCOSX wB97M-V def2-TZVPD def2/J DEFGRID3
* xyz 0 1
C 1.3427 -0.7651 -0.3399
C -0.9904 -0.0305 -0.2639
H 0.7254 1.7022 1.3301
H 1.9056 1.6325 0.0510
H 0.8313 -1.7274 -0.6146
H -2.2388 -1.5145 0.4585
H -0.5736 -1.6901 0.8932
H -1.5913 1.7022 -0.6445
N 0.7435 1.5588 0.2133
N 0.4096 0.2705 -0.1657
N -1.1784 -1.4071 0.1760
N -1.8964 0.7347 -0.6793
O 2.5107 -0.4662 -0.4142
*
```

Output
Energy ... -10177.3252 eV
Lowest unoccupied orbital energy ... 0.56 eV
Orbital gap ... 9.9154 eV
SMILES ... [H]/N=C(/N)N(N)C=O

=====

- Which value of orbital gap does entry 3 give?
  9.9154 eV